No. 1
{"formula": "C8H11NO3", "method": "wB97M-V/def2-TZVPD", "molar_mass_g_mol": 169.18, "charge": 0, "smiles": "CCn1ccc(=O)c(O)c1CO", "orbital_gap_ev": 8.0447, "symbols": ["C", "C", "C", "C", "C", "C", "C", "C", "H", "H", "H", "H", "H", "H", "H", "H", "H", "H", "H", "N", "O", "O", "O"], "coordinates": [[-2.75, -0.69, -0.81], [-2.12, -1.49, 0.28], [0.40, -2.12, 0.16], [1.66, -1.67, -0.28], [2.15, -0.30, -0.09], [1.00, 0.68, 0.17], [-0.24, 0.30, 0.34], [-1.26, 1.36, 0.75], [-2.29, 0.27, -0.96], [-2.52, -1.68, -1.60], [-3.90, -0.39, -0.62], [-2.68, -1.16, 1.30], [-2.13, -2.61, 0.13], [0.31, -3.31, -0.10], [2.54, -2.32, -0.54], [0.69, 2.53, -0.44], [-0.62, 1.96, 1.56], [-2.29, 1.25, 1.22], [-2.40, 2.92, -0.34], [-0.55, -1.20, 0.40], [3.29, 0.16, -0.07], [1.45, 1.91, -0.22], [-1.49, 2.24, -0.40]], "nbo_charge": [-0.657, -0.196, 0.053, -0.417, 0.467, 0.237, 0.022, -0.131, 0.250, 0.227, 0.228, 0.192, 0.213, 0.244, 0.233, 0.501, 0.198, 0.216, 0.493, -0.380, -0.571, -0.646, -0.776]}

---

No. 2
{"formula": "C28H25Cl52F9O4S", "method": "wB97M-V/def2-TZVPD", "molar_mass_g_mol": 2472.11, "charge": 0, "orbital_gap_ev": 9.2749, "symbols": ["C", "O", "C", "C", "C", "C", "C", "F", "F", "C", "F", "F", "S", "F", "F", "F", "F", "F", "O", "C", "C", "C", "C", "C", "C", "O", "C", "C", "O", "H", "H", "H", "H", "H", "H", "H", "H", "H", "H", "H", "H", "H", "H", "H", "H", "H", "H", "H", "H", "H", "H", "H", "H", "H", "C", "Cl", "Cl", "Cl", "Cl", "C", "Cl", "Cl", "Cl", "Cl", "C", "Cl", "Cl", "Cl", "Cl", "C", "Cl", "Cl", "Cl", "Cl", "C", "Cl", "Cl", "Cl", "Cl", "C", "Cl", "Cl", "Cl", "Cl", "C", "Cl", "Cl", "Cl", "Cl", "C", "Cl", "Cl", "Cl", "Cl", "C", "Cl", "Cl", "Cl", "Cl", "C", "Cl", "Cl", "Cl", "Cl", "C", "Cl", "Cl", "Cl", "Cl", "C", "Cl", "Cl", "Cl", "Cl", "C", "Cl", "Cl", "Cl", "Cl"], "coordinates": [[-1.58, 0.08, -0.03], [-0.89, -1.15, -0.24], [0.31, -1.20, 0.49], [1.58, -1.20, -0.34], [1.56, -2.28, -1.46], [2.70, -2.12, -2.45], [3.53, -3.42, -2.63], [2.71, -4.46, -2.56], [4.04, -3.36, -3.85], [4.61, -3.39, -1.53], [5.51, -2.52, -1.95], [4.18, -2.92, -0.39], [5.50, -5.02, -1.17], [4.20, -5.65, -0.58], [5.95, -4.44, 0.29], [6.89, -4.45, -1.72], [5.23, -5.58, -2.62], [6.25, -6.36, -0.83], [2.01, 0.07, -0.79], [1.16, 0.68, -1.77], [2.08, 1.24, -2.89], [1.56, 2.64, -3.31], [2.28, 3.79, -2.57], [1.40, 4.38, -1.46], [1.58, 3.70, -0.09], [1.32, 4.69, 0.93], [1.18, 4.14, 2.15], [1.97, 4.80, 3.27], [0.49, 3.23, 2.40], [-2.00, 0.44, -0.97], [-0.91, 0.87, 0.32], [-2.40, -0.02, 0.68], [0.32, -2.16, 1.02], [0.39, -0.43, 1.27], [2.36, -1.55, 0.34], [0.61, -2.13, -1.99], [1.54, -3.24, -0.94], [2.40, -1.80, -3.44], [3.43, -1.37, -2.13], [0.68, 1.55, -1.31], [0.38, 0.03, -2.16], [2.16, 0.55, -3.73], [3.06, 1.37, -2.43], [1.63, 2.75, -4.39], [0.50, 2.73, -3.06], [3.23, 3.46, -2.14], [2.54, 4.56, -3.29], [0.35, 4.27, -1.76], [1.59, 5.44, -1.35], [0.77, 2.97, -0.01], [2.54, 3.21, 0.03], [2.98, 4.39, 3.35], [1.96, 5.88, 3.11], [1.43, 4.59, 4.18], [-1.35, 5.37, 4.83], [-0.08, 4.69, 5.86], [-2.14, 4.08, 3.93], [-2.55, 6.24, 5.83], [-0.63, 6.48, 3.67], [-4.00, 1.22, -3.74], [-4.94, 0.10, -2.73], [-2.71, 1.93, -2.76], [-3.30, 0.33, -5.10], [-5.05, 2.51, -4.35], [-9.07, 1.86, -3.86], [-9.05, 2.31, -5.57], [-9.48, 3.27, -2.88], [-10.28, 0.59, -3.60], [-7.47, 1.26, -3.40], [-11.43, 5.27, -7.74], [-13.19, 5.41, -7.72], [-10.96, 4.08, -8.97], [-10.72, 6.84, -8.13], [-10.86, 4.73, -6.16], [-0.86, 5.66, 10.25], [0.78, 5.00, 10.26], [-1.27, 6.20, 8.61], [-2.00, 4.40, 10.75], [-0.96, 7.02, 11.37], [-3.64, 2.03, 0.47], [-1.98, 2.07, 1.08], [-4.76, 1.89, 1.83], [-3.97, 3.52, -0.42], [-3.84, 0.65, -0.62], [5.41, -7.64, 3.00], [5.55, -6.22, 1.96], [6.94, -8.53, 3.00], [5.02, -7.13, 4.65], [4.12, -8.68, 2.39], [1.93, -3.35, 3.96], [2.29, -5.01, 4.44], [2.27, -2.26, 5.31], [2.95, -2.91, 2.58], [0.23, -3.21, 3.50], [0.27, -8.68, 5.47], [0.21, -10.08, 4.40], [-0.64, -7.35, 4.75], [-0.44, -9.10, 7.04], [1.95, -8.19, 5.70], [5.57, -10.19, -1.75], [4.82, -11.78, -1.58], [4.34, -9.00, -2.20], [6.31, -9.72, -0.22], [6.81, -10.26, -3.01], [-11.56, -2.04, -0.87], [-11.28, -2.04, -2.62], [-10.67, -3.39, -0.14], [-10.99, -0.52, -0.18], [-13.28, -2.23, -0.55], [6.47, 0.06, 0.54], [4.76, 0.25, 0.13], [6.68, 0.28, 2.29], [7.01, -1.56, 0.08], [7.42, 1.27, -0.32], [0.09, 8.40, -0.84], [0.13, 10.16, -0.62], [1.69, 7.80, -1.27], [-0.40, 7.59, 0.64], [-1.06, 7.99, -2.12]], "mulliken_charge": [-0.922, -0.522, -0.852, 1.892, -1.159, -1.317, 1.161, -0.306, -0.331, 0.010, -0.263, -0.013, 1.499, -0.291, -0.384, -0.318, -0.329, -0.267, -0.143, 0.773, -0.737, -0.773, -0.960, 0.688, 0.185, -0.243, 0.585, -0.736, -0.328, -0.093, 0.345, 0.514, 0.389, 0.373, -0.981, 0.479, 0.718, 0.617, 0.429, -0.787, 0.479, 0.443, 0.051, 0.509, 0.237, 0.581, 0.285, 0.379, -0.953, -0.517, 0.476, 0.382, 0.332, -0.124, 0.342, -0.172, -0.057, -0.126, -0.067, 0.326, -0.152, 0.029, -0.107, -0.074, 0.175, -0.088, -0.130, -0.012, 0.062, 0.332, -0.100, -0.109, -0.100, -0.021, 0.308, -0.110, -0.007, -0.101, -0.102, 0.202, 0.180, -0.112, -0.075, -0.020, 0.257, 0.087, -0.104, -0.123, -0.084, 0.110, 0.059, -0.111, 0.015, -0.111, 0.298, -0.099, -0.083, -0.100, -0.026, 0.273, -0.102, -0.081, -0.030, -0.105, 0.372, -0.113, -0.094, -0.085, -0.093, 0.190, 0.005, -0.119, -0.059, -0.123, 0.310, -0.104, -0.160, -0.045, -0.098]}

---

No. 3
{"formula": "C5H9NO", "method": "wB97M-V/def2-TZVPD", "molar_mass_g_mol": 99.13, "charge": 0, "smiles": "CC1(C)CNC1=O", "orbital_gap_ev": 10.4647, "symbols": ["C", "C", "C", "C", "N", "C", "O", "H", "H", "H", "H", "H", "H", "H", "H", "H"], "coordinates": [[1.49, 0.74, 0.05], [0.18, -0.02, 0.07], [0.18, -1.12, 1.13], [-1.18, 0.75, 0.08], [-1.53, 0.02, -1.13], [-0.27, -0.49, -1.33], [0.27, -1.00, -2.28], [2.28, 0.03, -0.23], [1.74, 1.16, 1.03], [1.50, 1.55, -0.69], [1.00, -1.82, 0.97], [-0.76, -1.68, 1.12], [0.31, -0.67, 2.12], [-1.83, 0.54, 0.94], [-1.10, 1.83, -0.07], [-2.28, 0.17, -1.80]], "nbo_charge": [-0.605, -0.143, -0.598, -0.200, -0.629, 0.686, -0.589, 0.227, 0.210, 0.216, 0.221, 0.215, 0.209, 0.188, 0.189, 0.401]}

---

No. 4
{"formula": "C30H59GeN7O2PTl", "method": "wB97M-V/def2-TZVPD", "molar_mass_g_mol": 857.82, "charge": 2, "orbital_gap_ev": 9.0054, "symbols": ["Tl", "C", "C", "C", "C", "C", "N", "H", "H", "H", "H", "H", "H", "H", "H", "H", "C", "N", "C", "C", "C", "N", "C", "O", "N", "H", "H", "H", "H", "H", "H", "H", "C", "C", "C", "C", "Ge", "C", "C", "C", "C", "H", "H", "H", "H", "H", "H", "H", "H", "H", "H", "H", "H", "H", "H", "H", "H", "H", "H", "H", "O", "P", "N", "C", "C", "C", "C", "N", "C", "C", "C", "C", "N", "C", "C", "C", "C", "H", "H", "H", "H", "H", "H", "H", "H", "H", "H", "H", "H", "H", "H", "H", "H", "H", "H", "H", "H", "H", "H", "H", "H"], "coordinates": [[0.11, -0.68, 0.67], [-1.90, 4.24, 1.80], [-2.68, 3.46, 0.73], [-4.15, 3.28, 1.13], [-2.57, 4.16, -0.64], [-2.05, 2.13, 0.61], [-1.55, 1.11, 0.52], [-2.34, 5.24, 1.89], [-0.85, 4.35, 1.53], [-1.97, 3.75, 2.77], [-4.60, 4.26, 1.23], [-4.23, 2.77, 2.09], [-4.70, 2.72, 0.38], [-3.02, 5.15, -0.56], [-3.10, 3.60, -1.41], [-1.53, 4.27, -0.94], [3.23, 2.89, -1.78], [2.72, 1.54, -2.04], [3.13, 0.80, -3.10], [2.67, -0.45, -3.33], [1.72, -0.97, -2.41], [1.32, -0.24, -1.37], [1.81, 1.01, -1.14], [1.44, 1.65, -0.16], [1.19, -2.19, -2.56], [3.91, 3.16, -2.58], [3.75, 2.91, -0.82], [2.40, 3.59, -1.74], [3.85, 1.28, -3.75], [3.02, -1.02, -4.18], [1.50, -2.79, -3.30], [0.44, -2.47, -1.94], [-2.82, 0.77, 4.12], [-1.36, 0.35, 4.19], [-1.18, -1.16, 4.09], [0.27, -1.63, 4.21], [1.52, -0.83, 2.94], [2.16, 1.00, 3.17], [3.53, 0.98, 3.85], [3.52, 0.25, 5.19], [4.86, 0.30, 5.90], [-2.93, 1.84, 4.23], [-3.40, 0.30, 4.92], [-3.27, 0.46, 3.17], [-0.91, 0.70, 5.12], [-0.80, 0.85, 3.38], [-1.60, -1.52, 3.14], [-1.77, -1.64, 4.87], [0.35, -2.71, 4.11], [0.67, -1.37, 5.20], [2.61, -1.78, 2.44], [1.43, 1.53, 3.78], [2.19, 1.49, 2.19], [3.86, 2.01, 4.00], [4.27, 0.52, 3.19], [3.25, -0.81, 5.03], [2.74, 0.67, 5.82], [5.65, -0.14, 5.29], [4.83, -0.23, 6.85], [5.14, 1.34, 6.11], [-1.14, -1.92, -0.71], [-2.43, -1.77, -1.54], [-2.87, -3.27, -1.97], [-4.24, -3.60, -2.40], [-4.33, -5.11, -2.17], [-2.91, -5.57, -2.47], [-2.03, -4.48, -1.86], [-3.55, -0.99, -0.65], [-4.71, -0.25, -1.19], [-5.84, -0.60, -0.23], [-5.12, -0.73, 1.11], [-3.81, -1.43, 0.74], [-2.28, -0.88, -2.90], [-1.91, 0.55, -2.86], [-1.41, 0.84, -4.28], [-2.08, -0.23, -5.13], [-2.01, -1.46, -4.23], [-4.39, -3.36, -3.46], [-4.98, -3.04, -1.82], [-5.08, -5.58, -2.79], [-4.58, -5.31, -1.12], [-2.75, -5.61, -3.56], [-2.68, -6.56, -2.07], [-1.09, -4.37, -2.40], [-1.80, -4.69, -0.81], [-4.90, -0.51, -2.22], [-4.50, 0.83, -1.15], [-6.29, -1.56, -0.51], [-6.63, 0.15, -0.23], [-5.68, -1.29, 1.85], [-4.91, 0.26, 1.52], [-3.91, -2.52, 0.79], [-2.99, -1.13, 1.39], [-1.15, 0.75, -2.11], [-2.79, 1.15, -2.62], [-0.32, 0.73, -4.32], [-1.65, 1.86, -4.60], [-1.58, -0.39, -6.09], [-3.12, 0.03, -5.33], [-1.01, -1.90, -4.28], [-2.74, -2.22, -4.48]], "mulliken_charge": [1.211, -1.545, 1.954, -1.410, -1.636, -0.619, 0.085, 0.456, 0.345, 0.255, 0.482, 0.233, 0.272, 0.472, 0.310, 0.336, -0.843, 0.189, -0.126, -1.213, 0.912, -0.049, 0.075, -0.630, -0.148, 0.327, 0.311, 0.275, 0.403, 0.475, 0.255, -0.071, -1.327, 0.647, -0.308, -0.894, -0.068, -0.354, -0.963, 0.065, -1.482, 0.336, 0.518, 0.037, 0.503, -0.540, -0.269, 0.627, 0.530, 0.456, 0.056, 0.444, 0.433, 0.446, 0.305, 0.176, 0.272, 0.340, 0.391, 0.356, -1.119, -1.617, 0.907, -0.129, -0.819, -0.815, -0.359, 1.430, -0.447, -0.901, -0.446, 0.221, 0.536, 0.375, -0.665, -0.930, -0.275, 0.259, -0.069, 0.404, 0.291, 0.304, 0.412, 0.191, 0.319, 0.366, 0.078, 0.290, 0.455, 0.515, 0.043, 0.469, -0.921, -0.368, 0.102, 0.135, 0.445, 0.427, 0.302, 0.266, 0.266]}

---

no.,highest occupied orbital energy (eV)
1,-8.07
2,-9.40
3,-9.62
4,-13.90